# 1
Formula: C4H8O2
Source: the OMol25 dataset
Level of theory: wB97M-V/def2-TZVPD

Last column: Mulliken charge in e.
Element x y z (Å)
C  -1.506  -0.598  -0.311  -1.327
C  -0.925  0.754  0.023  0.418
O  -0.363  0.853  1.326  -0.468
C  0.529  0.920  0.169  -0.430
C  1.525  -0.316  -0.266  -0.513
O  1.496  -1.229  0.801  -0.522
H  -0.874  -1.390  0.103  0.387
H  -1.576  -0.723  -1.396  0.296
H  -2.511  -0.702  0.111  0.349
H  -1.499  1.622  -0.304  0.404
H  0.986  1.906  0.123  0.441
H  2.536  0.088  -0.395  0.332
H  1.119  -0.738  -1.188  0.262
H  1.065  -0.447  1.206  0.370

Forces on atoms 1 to 2 (eV/Å):
C 0.0 0.0 0.0
C 0.0 0.0 -0.4

The SMILES is C[C@H]1O[C@H]1CO. For the energy above the lowest of the compared OMol25 structures with the same formula, charge and spin, the calculation gives 3.244 eV. The value obtained for the frontier orbital gap is 11.318 eV.

***

# 2
Formula: C4H8O2
Source: the OMol25 dataset
Level of theory: wB97M-V/def2-TZVPD

Last column: Mulliken charge in e.
Element x y z (Å)
C  0.308  1.539  -0.788  -1.202
C  0.109  0.065  -0.535  0.595
C  0.153  -0.544  0.817  -0.660
C  -1.236  -0.721  1.218  -0.153
H  -0.594  1.968  -0.629  0.404
H  0.717  1.564  -1.877  0.296
H  1.297  1.911  -0.213  0.270
H  -0.982  -0.211  -0.839  0.139
H  1.011  -1.635  -1.008  0.309
H  0.808  0.121  1.517  0.261
H  0.740  -1.542  0.825  0.375
H  -1.681  0.001  1.866  0.386
O  1.024  -0.722  -1.342  -0.578
O  -1.675  -1.792  0.988  -0.442

Forces on atoms 1 to 2 (eV/Å):
C 6.5 -2.0 -1.2
C -1.1 -2.2 -2.2

The SMILES is C[C@@H](O)CC=O. For the energy above the lowest of the compared OMol25 structures with the same formula, charge and spin, the calculation gives 2.791 eV. The value obtained for the frontier orbital gap is 10.923 eV.

***

# 3
Formula: C4H8O2
Source: the OMol25 dataset
Level of theory: wB97M-V/def2-TZVPD

Last column: Mulliken charge in e.
Element x y z (Å)
C  -2.283  -0.144  -0.019  -1.095
C  -1.009  0.505  0.506  -0.213
C  0.236  -0.059  -0.138  0.554
O  0.266  -0.724  -1.147  -0.567
O  1.340  0.294  0.544  -0.308
C  2.568  -0.168  -0.018  -0.620
H  -3.165  0.356  0.394  0.352
H  -2.325  -0.084  -1.109  0.282
H  -2.332  -1.202  0.255  0.295
H  -1.009  1.583  0.293  0.243
H  -0.913  0.411  1.593  0.288
H  3.353  0.197  0.645  0.224
H  2.582  -1.259  -0.066  0.280
H  2.703  0.229  -1.028  0.285

Forces on atoms 1 to 2 (eV/Å):
C -0.1 0.0 0.0
C 0.0 0.0 0.0

The SMILES is CCC(=O)OC. For the energy above the lowest of the compared OMol25 structures with the same formula, charge and spin, the calculation gives 0.343 eV. The value obtained for the frontier orbital gap is 11.387 eV.

***

For the records above, the corresponding E values read -8370.038, -8370.491, -8372.939 eV.